{
  "formula": "C26H65BCdFN5O5",
  "method": "wB97M-V/def2-TZVPD",
  "elements": ["Cd", "F", "B", "H", "H", "H", "H", "C", "C", "C", "O", "C", "N", "H", "H", "H", "H", "H", "H", "H", "H", "H", "H", "H", "C", "C", "C", "O", "C", "N", "H", "H", "H", "H", "H", "H", "H", "H", "H", "H", "H", "C", "C", "C", "O", "C", "N", "H", "H", "H", "H", "H", "H", "H", "H", "H", "H", "H", "C", "C", "C", "O", "C", "N", "H", "H", "H", "H", "H", "H", "H", "H", "H", "H", "H", "C", "C", "C", "O", "C", "N", "H", "H", "H", "H", "H", "H", "H", "H", "H", "H", "H", "C", "C", "C", "C", "C", "C", "H", "H", "H", "H", "H", "H"],
  "positions_angstrom": [[2.2541, 0.2364, -0.4900], [3.6130, 1.6796, 0.0174], [0.3216, 1.0722, 0.0321], [1.0707, 1.5970, -0.5404], [0.8596, 0.6822, 0.8823], [-0.5391, 1.6682, 0.2931], [0.0466, 0.1980, -0.5374], [0.6667, -3.4976, 0.9614], [1.2251, -2.0666, 0.8764], [2.2449, -1.8494, 1.9296], [2.9211, -0.6504, 1.5997], [3.6139, -0.0752, 2.7944], [1.6798, -1.8030, -0.4743], [1.2529, -4.2003, 0.3692], [-0.3662, -3.6215, 0.6362], [0.5226, -3.8503, 1.9827], [0.3909, -1.4020, 1.1014], [3.0276, -2.6067, 1.8882], [1.7357, -1.8831, 2.8928], [2.9113, 0.4963, 3.4009], [4.2934, 0.7015, 2.4435], [4.0882, -0.8950, 3.3340], [0.8559, -2.0469, -1.0051], [2.3493, -2.5292, -0.6850], [2.7025, 4.7565, 2.4104], [1.3314, 4.4993, 1.6882], [0.2832, 5.6174, 1.7488], [-1.0193, 5.3618, 1.1082], [-1.7635, 4.4023, 1.9231], [1.6425, 4.0892, 0.2947], [2.5906, 4.6448, 3.4889], [3.0770, 5.7571, 2.1943], [3.4804, 4.0211, 2.2049], [0.8744, 3.7032, 2.2760], [0.7579, 6.5407, 1.4167], [0.0901, 5.8359, 2.7991], [-1.1815, 3.4818, 1.8786], [-2.7649, 4.1193, 1.5989], [-1.7895, 4.6597, 2.9820], [0.8529, 3.5465, -0.0246], [2.4300, 3.4578, 0.2585], [-0.5107, -3.1227, -4.5907], [-0.9015, -1.9122, -3.8205], [-2.3053, -1.4639, -4.3089], [-2.3188, -0.8448, -5.6168], [-3.5254, -0.0828, -5.8013], [-0.8745, -2.3238, -2.3928], [-1.0834, -4.0050, -4.3050], [0.5345, -3.3855, -4.4279], [-0.5081, -2.7904, -5.6288], [-0.1368, -1.1962, -4.1217], [-2.6682, -0.7753, -3.5459], [-2.9466, -2.3403, -4.2156], [-3.5294, 0.2402, -6.8423], [-3.4014, 0.8030, -5.1784], [-4.5032, -0.5006, -5.5615], [-1.3186, -1.5301, -1.9536], [-1.5404, -3.0732, -2.2696], [-2.7111, -0.6027, 1.4476], [-2.8648, -1.3090, 0.1142], [-4.2740, -1.8411, -0.1712], [-4.6718, -2.5935, 0.9793], [-6.0357, -3.0108, 0.9941], [-2.5552, -0.3279, -0.8664], [-1.6694, -0.2985, 1.5504], [-2.9686, -1.2300, 2.3010], [-3.4058, 0.2295, 1.5616], [-2.1518, -2.1195, -0.0367], [-4.0320, -2.4910, -1.0121], [-4.9773, -1.0460, -0.4186], [-6.2011, -3.4821, 1.9629], [-6.2090, -3.8099, 0.2734], [-6.8027, -2.2718, 0.7623], [-1.7672, 0.1510, -0.4542], [-3.3268, 0.3235, -0.8441], [2.3998, -0.3874, -4.8323], [2.6062, -0.6714, -3.3039], [4.0613, -0.8738, -2.8697], [4.1557, -0.7420, -1.4738], [5.4809, -0.9389, -0.9602], [2.0502, 0.4866, -2.6178], [2.8653, -1.2126, -5.3713], [2.8604, 0.5492, -5.1464], [1.3782, -0.3645, -5.2115], [2.0172, -1.5554, -3.0597], [4.6702, -0.1249, -3.3763], [4.3280, -1.8920, -3.1527], [6.0978, -1.6807, -1.4674], [5.4645, -1.0983, 0.1180], [5.9950, 0.0149, -1.0795], [1.1322, 0.6847, -2.9894], [2.6453, 1.2340, -2.9452], [0.1710, 0.7135, 4.9957], [-0.6872, 1.1341, 3.9155], [-2.0662, 1.0972, 4.1017], [-2.5512, 0.7838, 5.3476], [-1.7748, 0.3102, 6.3839], [-0.3598, 0.2519, 6.2472], [1.2345, 0.7327, 4.8083], [-0.1751, 1.3401, 2.9872], [-2.8180, 1.4703, 3.4221], [-3.5935, 0.8852, 5.6117], [-2.2917, 0.0689, 7.3009], [0.2319, -0.0310, 7.1052]],
  "forces_ev_per_angstrom": [[2.492, 0.296, 0.729], [0.945, 0.763, 0.326], [-1.572, 0.525, 0.421], [1.241, 3.515, -2.293], [1.125, -1.064, 4.141], [-2.885, 2.287, 0.986], [-1.702, -3.200, -2.251], [-0.672, -0.272, 0.434], [-1.926, -1.548, 0.615], [1.164, 0.075, -0.581], [0.893, 0.881, 2.752], [-0.790, 0.111, -1.653], [-0.483, -1.834, 0.517], [0.229, -0.103, 0.258], [-0.038, 0.536, -0.687], [0.734, -0.054, 0.277], [0.082, 0.255, -0.230], [-0.078, -0.679, 0.282], [0.203, 0.363, 0.231], [-0.340, -0.503, 0.160], [0.255, -0.485, -0.340], [0.098, 0.204, 0.083], [-0.317, 0.155, -0.990], [0.461, -0.039, -0.269], [-1.105, 0.514, 0.334], [1.086, -1.052, -0.449], [0.030, 0.241, 0.324], [0.417, -0.289, 1.179], [1.680, -0.470, -0.324], [-0.903, 0.772, 0.700], [-0.272, 0.411, 0.199], [0.150, -0.001, -0.034], [-0.275, -0.079, -0.739], [-0.013, -0.681, -0.095], [-0.551, 0.070, -0.919], [-0.144, -0.201, 0.367], [-0.155, -0.347, 0.087], [0.065, 0.825, -0.585], [-0.098, 0.512, 0.059], [-0.073, 0.080, -0.320], [0.270, -0.277, 0.223], [1.243, -0.159, -0.920], [-0.372, -1.328, -0.519], [0.609, 0.779, 0.682], [-0.851, -1.169, 1.065], [1.158, 0.926, -0.095], [0.133, 1.578, -0.774], [-0.360, 0.056, -0.581], [0.174, -0.011, 0.372], [-0.607, -0.851, -0.404], [-0.216, 0.609, 0.845], [-0.184, 0.440, -0.087], [-0.303, -0.234, -0.529], [-0.019, -0.107, 0.031], [-0.284, 0.279, 0.044], [0.285, -0.831, 0.113], [-0.195, 0.315, 0.878], [-0.100, -0.377, -0.122], [-0.210, -1.318, 1.077], [-1.029, 0.364, 1.066], [1.406, -0.974, 1.023], [-0.872, 0.566, -0.537], [0.528, -0.983, -0.190], [0.008, 0.586, -1.364], [-0.128, 0.353, 0.124], [0.216, -0.286, 0.056], [0.177, 0.304, -0.471], [0.044, -0.304, 0.556], [-1.062, -0.257, -0.497], [-0.125, 0.041, -0.015], [-0.098, 0.381, 0.097], [0.155, -0.182, -0.340], [0.319, 0.601, 0.279], [0.343, 0.646, -0.605], [0.011, 0.479, -0.274], [1.198, -1.240, 0.178], [-1.153, 0.481, -1.576], [-0.706, -0.087, -0.413], [0.980, -1.233, -0.002], [0.228, 1.474, 0.028], [0.479, 0.088, -1.500], [0.211, 0.069, -0.387], [0.227, 0.002, 0.151], [-0.198, 0.006, 0.642], [-0.034, -0.052, 0.197], [0.402, 0.008, -0.083], [0.440, 0.001, -0.299], [-0.514, -0.415, -0.152], [-0.465, -0.294, -0.162], [0.199, 0.124, -0.049], [-0.324, 0.057, 0.167], [-0.037, 0.766, 0.280], [-1.646, -0.302, 0.310], [1.038, -1.333, 1.595], [0.336, 1.018, 0.172], [-0.558, -0.591, 0.972], [1.648, 0.184, -0.125], [-1.234, 1.084, -1.679], [0.092, -0.015, 0.181], [-0.330, 0.331, -0.269], [0.406, -0.048, -0.590], [-0.305, 0.018, -0.505], [0.284, -0.144, 0.222], [0.313, -0.107, -0.217]],
  "lowdin_charge": [1.34, -0.60, -0.52, -0.08, -0.05, -0.01, -0.06, -0.04, -0.44, -0.21, -0.30, -0.02, -0.01, 0.08, 0.06, 0.08, 0.11, 0.13, 0.14, 0.07, 0.08, 0.09, 0.05, 0.10, -0.05, -0.41, -0.18, -0.18, -0.10, 0.05, 0.06, 0.07, 0.07, 0.10, 0.12, 0.11, 0.05, 0.08, 0.08, 0.02, 0.02, -0.09, -0.43, -0.19, -0.18, -0.10, 0.07, 0.09, 0.07, 0.09, 0.10, 0.10, 0.12, 0.08, 0.08, 0.08, 0.02, 0.07, -0.05, -0.45, -0.17, -0.18, -0.10, 0.03, 0.06, 0.08, 0.09, 0.11, 0.12, 0.13, 0.09, 0.08, 0.08, 0.01, 0.09, -0.04, -0.40, -0.19, -0.30, -0.07, -0.01, 0.08, 0.08, 0.07, 0.11, 0.14, 0.13, 0.09, 0.09, 0.09, 0.10, 0.11, -0.06, -0.06, -0.11, -0.12, -0.10, -0.06, 0.07, 0.07, 0.09, 0.10, 0.09, 0.09],
  "fmax_ev_per_a": 4.4,
  "total_energy_ha": -1971.8124,
  "e_homo_ev": -7.776,
  "spin_multiplicity": 1,
  "molar_mass_g_mol": 670.06,
  "gap_ev": 8.19,
  "lumo_energy_ev": 0.41
}